Entry from the Open Molecules 2025 dataset: 12 unconnected molecules or ions with the total composition C39H105N3O12 (ωB97M-V/def2-TZVPD).

Last columns: bonded neighbours and bond lengths (Å).
Element x y z (Å)
1 C -3.30548 6.71584 1.25687  C2 1.529, H7 1.090, H8 1.090, H9 1.090
2 C -2.35258 6.23373 0.16290  C1 1.529, C3 1.538, N6 1.471, H10 1.090
3 C -2.95972 6.22443 -1.24997  C2 1.538, O4 1.417, H11 1.090, H12 1.090
4 O -3.72991 5.04474 -1.40326  C3 1.417, C5 1.396
5 C -4.18807 4.83787 -2.70587  O4 1.396, H13 1.090, H14 1.090, H15 1.090
6 N -1.24283 7.19554 0.25030  C2 1.471, H16 1.010, H17 1.010
7 H -3.56280 7.74608 1.01095  C1 1.090
8 H -2.88043 6.59919 2.25379  C1 1.090
9 H -4.20469 6.10508 1.17624  C1 1.090
10 H -2.06405 5.23444 0.48887  C2 1.090
11 H -2.12003 6.22194 -1.94496  C3 1.090
12 H -3.56816 7.09682 -1.48835  C3 1.090
13 H -4.87076 5.61409 -3.05158  C5 1.090
14 H -4.80292 3.93790 -2.71557  C5 1.090
15 H -3.32747 4.77963 -3.37226  C5 1.090
16 H -1.06656 7.20551 1.24476  N6 1.010
17 H -1.68287 8.09716 0.13396  N6 1.010
18 C -4.24902 -5.26108 1.58664  C19 1.582, H24 1.090, H25 1.090, H26 1.090
19 C -4.93290 -3.85412 1.82309  C18 1.582, C20 1.524, N23 1.436, H27 1.090
20 C -3.93678 -2.76043 2.19096  C19 1.524, O21 1.455, H28 1.090, H29 1.090
21 O -4.59037 -1.46184 2.24460  C20 1.455, C22 1.427
22 C -3.69659 -0.35430 2.34263  O21 1.427, H30 1.090, H31 1.090, H32 1.090
23 N -5.49083 -3.46961 0.55711  C19 1.436, H33 1.010, H34 1.010
24 H -3.59840 -5.27158 0.71217  C18 1.090
25 H -5.10157 -5.93414 1.49586  C18 1.090
26 H -3.58460 -5.58756 2.38668  C18 1.090
27 H -5.63382 -4.01746 2.64171  C19 1.090
28 H -3.10976 -2.72351 1.48190  C20 1.090
29 H -3.45211 -2.99775 3.13799  C20 1.090
30 H -4.23437 0.59206 2.39992  C22 1.090
31 H -2.99837 -0.35119 1.50562  C22 1.090
32 H -3.12486 -0.39778 3.26963  C22 1.090
33 H -4.70992 -3.27014 -0.05155  N23 1.010
34 H -5.77315 -2.53257 0.80682  N23 1.010
35 C 0.57186 -1.50448 -0.83990  C36 1.454, H41 1.090, H42 1.090, H43 1.090
36 C 1.24558 -0.36737 -0.23493  C35 1.454, C37 1.571, N40 1.446, H44 1.090
37 C 0.24959 0.66243 0.40922  C36 1.571, O38 1.396, H45 1.090, H46 1.090
38 O -0.69253 1.11957 -0.51458  C37 1.396, C39 1.424
39 C -1.47939 2.17441 0.02813  O38 1.424, H47 1.090, H48 1.090, H49 1.090
40 N 2.24071 -0.87211 0.68444  C36 1.446, H50 1.010, H51 1.010
41 H -0.12795 -1.05565 -1.54483  C35 1.090
42 H 0.10101 -2.16994 -0.11632  C35 1.090
43 H 1.24405 -2.13947 -1.41702  C35 1.090
44 H 1.80436 0.15648 -1.01046  C36 1.090
45 H 0.86569 1.49431 0.75055  C37 1.090
46 H -0.25952 0.25086 1.28073  C37 1.090
47 H -0.84002 3.05652 0.06248  C39 1.090
48 H -2.00139 1.95300 0.95904  C39 1.090
49 H -2.18270 2.37035 -0.78124  C39 1.090
50 H 2.96882 -1.38645 0.20967  N40 1.010
51 H 1.79184 -1.56363 1.26787  N40 1.010
52 C -0.84389 2.96600 -3.75646  C53 1.526, H56 1.090, H57 1.090, H58 1.090
53 C -0.04620 3.88441 -2.83469  C52 1.526, C54 1.547, O55 1.417, H59 1.090
54 C 1.36842 3.45613 -2.37663  C53 1.547, H60 1.090, H61 1.090, H62 1.090
55 O 0.14825 5.04947 -3.61677  C53 1.417, H63 0.960
56 H -1.13984 2.00841 -3.32805  C52 1.090
57 H -0.23278 2.55833 -4.56172  C52 1.090
58 H -1.75004 3.41772 -4.16011  C52 1.090
59 H -0.64709 4.21423 -1.98719  C53 1.090
60 H 1.67259 4.11389 -1.56244  C54 1.090
61 H 2.07989 3.24558 -3.17511  C54 1.090
62 H 1.19706 2.47251 -1.93931  C54 1.090
63 H 0.51597 5.71851 -3.03473  O55 0.960
64 C -0.80268 -5.29929 -3.95615  C65 1.565, H68 1.090, H69 1.090, H70 1.090
65 C -0.41573 -4.55350 -2.63538  C64 1.565, C66 1.546, O67 1.426, H71 1.090
66 C -1.19908 -5.16931 -1.45274  C65 1.546, H72 1.090, H73 1.090, H74 1.090
67 O 0.94855 -4.90417 -2.41341  C65 1.426, H75 0.960
68 H -1.87497 -5.49421 -3.97381  C64 1.090
69 H -0.39775 -6.30023 -4.10534  C64 1.090
70 H -0.46501 -4.78488 -4.85585  C64 1.090
71 H -0.66279 -3.49393 -2.56930  C65 1.090
72 H -0.72331 -4.90096 -0.50948  C66 1.090
73 H -1.19201 -6.25823 -1.50070  C66 1.090
74 H -2.19496 -4.73374 -1.53399  C66 1.090
75 H 1.20324 -4.68735 -3.31326  O67 0.960
76 C 0.10342 -1.97444 3.51286  C77 1.546, H80 1.090, H81 1.090, H82 1.090
77 C 0.53494 -3.43325 3.23838  C76 1.546, C78 1.532, O79 1.383, H83 1.090
78 C -0.66624 -4.29129 2.82840  C77 1.532, H84 1.090, H85 1.090, H86 1.090
79 O 1.46741 -3.37386 2.21850  C77 1.383, H87 0.960
80 H -0.58205 -1.43142 2.86220  C76 1.090
81 H 0.90695 -1.26030 3.69298  C76 1.090
82 H -0.32307 -1.92060 4.51452  C76 1.090
83 H 1.09171 -3.90397 4.04864  C77 1.090
84 H -0.32781 -5.27417 2.50050  C78 1.090
85 H -1.22582 -3.85634 2.00029  C78 1.090
86 H -1.40365 -4.33032 3.63015  C78 1.090
87 H 1.64279 -4.20518 1.77159  O79 0.960
88 C -3.05011 -1.39023 -3.29062  C89 1.516, H92 1.090, H93 1.090, H94 1.090
89 C -3.43649 -1.01155 -1.87409  C88 1.516, C90 1.541, O91 1.399, H95 1.090
90 C -3.88268 0.44912 -1.66678  C89 1.541, H96 1.090, H97 1.090, H98 1.090
91 O -4.54727 -1.78579 -1.52277  C89 1.399, H99 0.960
92 H -2.31449 -0.65357 -3.61357  C88 1.090
93 H -3.88986 -1.40574 -3.98538  C88 1.090
94 H -2.45925 -2.30035 -3.39387  C88 1.090
95 H -2.66110 -1.13634 -1.11824  C89 1.090
96 H -3.20785 1.09155 -2.23246  C90 1.090
97 H -3.83314 0.70175 -0.60762  C90 1.090
98 H -4.86185 0.75159 -2.03804  C90 1.090
99 H -5.21103 -1.61995 -2.19620  O91 0.960
100 C 5.94188 1.81187 1.50258  C101 1.534, H104 1.090, H105 1.090, H106 1.090
101 C 5.42616 2.15576 0.09902  C100 1.534, C102 1.571, O103 1.402, H107 1.090
102 C 3.96221 2.72526 0.13500  C101 1.571, H108 1.090, H109 1.090, H110 1.090
103 O 6.40848 3.06445 -0.31882  C101 1.402, H111 0.960
104 H 5.34980 1.02355 1.96744  C100 1.090
105 H 5.89732 2.64496 2.20408  C100 1.090
106 H 6.92859 1.34888 1.51365  C100 1.090
107 H 5.45387 1.26145 -0.52351  C101 1.090
108 H 3.34369 2.03466 0.70824  C102 1.090
109 H 3.57004 2.57207 -0.87040  C102 1.090
110 H 3.96890 3.71596 0.58948  C102 1.090
111 H 6.24854 3.31816 -1.23077  O103 0.960
112 C 1.49133 1.87070 4.27916  C113 1.532, H116 1.090, H117 1.090, H118 1.090
113 C 2.90408 1.55966 4.78283  C112 1.532, C114 1.525, O115 1.429, H119 1.090
114 C 3.92052 2.68127 4.59654  C113 1.525, H120 1.090, H121 1.090, H122 1.090
115 O 2.84381 1.36104 6.19648  C113 1.429, H123 0.960
116 H 1.24193 2.87955 4.60798  C112 1.090
117 H 0.70237 1.20959 4.63771  C112 1.090
118 H 1.46414 1.94365 3.19193  C112 1.090
119 H 3.23279 0.65813 4.26581  C113 1.090
120 H 4.15091 2.65713 3.53144  C114 1.090
121 H 4.87814 2.45308 5.06450  C114 1.090
122 H 3.58930 3.69247 4.83291  C114 1.090
123 H 2.71532 0.42638 6.37398  O115 0.960
124 C 5.89966 -2.00126 -1.56937  C125 1.511, H128 1.090, H129 1.090, H130 1.090
125 C 6.07766 -3.32484 -0.86359  C124 1.511, C126 1.531, O127 1.408, H131 1.090
126 C 5.75566 -4.54243 -1.73473  C125 1.531, H132 1.090, H133 1.090, H134 1.090
127 O 7.42331 -3.41520 -0.45957  C125 1.408, H135 0.960
128 H 6.00138 -1.15291 -0.89255  C124 1.090
129 H 4.89408 -2.00992 -1.98988  C124 1.090
130 H 6.61987 -1.90615 -2.38198  C124 1.090
131 H 5.51929 -3.31806 0.07250  C125 1.090
132 H 6.08457 -5.49269 -1.31412  C126 1.090
133 H 6.29659 -4.57930 -2.68030  C126 1.090
134 H 4.69757 -4.69487 -1.94755  C126 1.090
135 H 7.74349 -2.74358 0.14706  O127 0.960
136 C -2.49237 2.31797 5.18014  C137 1.531, H140 1.090, H141 1.090, H142 1.090
137 C -3.57627 3.24760 4.62668  C136 1.531, C138 1.491, O139 1.418, H143 1.090
138 C -3.23487 3.73696 3.25999  C137 1.491, H144 1.090, H145 1.090, H146 1.090
139 O -4.75087 2.45432 4.64611  C137 1.418, H147 0.960
140 H -2.24706 1.53512 4.46247  C136 1.090
141 H -2.83421 1.73648 6.03636  C136 1.090
142 H -1.54341 2.77155 5.46622  C136 1.090
143 H -3.69815 4.11490 5.27556  C137 1.090
144 H -2.23670 4.16650 3.17482  C138 1.090
145 H -3.90218 4.59539 3.18310  C138 1.090
146 H -3.44115 3.01884 2.46637  C138 1.090
147 H -5.27528 2.80817 3.92403  O139 0.960
148 C 2.52443 -2.41764 -3.95171  C149 1.520, H152 1.090, H153 1.090, H154 1.090
149 C 2.76080 -3.28469 -5.17800  C148 1.520, C150 1.546, O151 1.332, H155 1.090
150 C 4.11605 -4.02473 -5.26123  C149 1.546, H156 1.090, H157 1.090, H158 1.090
151 O 1.88855 -4.29102 -5.16635  C149 1.332, H159 0.960
152 H 1.49773 -2.09023 -3.78803  C148 1.090
153 H 3.24844 -1.60461 -4.00547  C148 1.090
154 H 2.68981 -3.03681 -3.07000  C148 1.090
155 H 2.53166 -2.59539 -5.99068  C149 1.090
156 H 4.24889 -4.70493 -4.41992  C150 1.090
157 H 4.97279 -3.36000 -5.15068  C150 1.090
158 H 4.17354 -4.57677 -6.19934  C150 1.090
159 H 2.17001 -4.78202 -5.94178  O151 0.960

SMILES: COC[C@H](C)N.COC[C@H](C)N.COC[C@H](C)N.CC(C)O.CC(C)O.CC(C)O.CC(C)O.CC(C)O.CC(C)O.CC(C)O.CC(C)O.CC(C)O
HOMO energy: -8.954 eV
ΔE to the lowest compared entry with this formula, charge and spin: 5.375 eV
orbital gap: 9.4 eV

Löwdin atomic charge list, values in e, 5 entries: -0.08 -0.42 -0.19 -0.19 -0.11